Here is a 2-piece molecular cluster, C3H6OS2 overall at a distorted geometry from the OMol25 dataset. Energies are from the ωB97M-V functional and the def2-TZVPD basis.

Geometry (Å):
C (1.63972, 1.48467, -0.56235)
C (-1.02688, 0.01093, 0.08866)
C (-0.22281, -0.90736, 0.56639)
O (0.34036, -1.89948, -1.80660)
S (2.87303, 0.44324, -0.61597)
S (0.85507, -2.00697, -0.42034)
H (0.82784, 1.37169, -1.35467)
H (1.74907, 2.18094, 0.20058)
H (-1.61346, 0.69179, 0.82619)
H (-1.03797, 0.01687, -0.95218)
H (-0.20356, -0.89090, 1.69086)
H (0.25457, -3.05926, 0.17507)

The calculation puts the relative energy (zero: lowest compared OMol25 entry of this formula, charge and spin) at 4.130 eV. The calculation puts the LUMO energy at -0.33 eV. For the HOMO energy, the calculation gives -8.8 eV. As for the max |F|: 3.32 eV/Å. The total energy comes out at -989.37677 a.u. The spin multiplicity is 1.